(1)
C27H24F3N4O2Se3TeV | the ωB97M-V functional and the def2-TZVPD basis

- LUMO (alpha / beta) (eV) = 3.987 / 3.986
- multiplicity = 1
- energy relative to the best compared isomer or geometry (same formula, charge and spin) (kJ/mol) = 0.00
- net charge = -2
- DFT total energy (eV) = -275612.02210
- Kohn-Sham gap (alpha / beta) (eV) = 4.9 / 4.5

```
65
C27H24F3N4O2Se3TeV, DFT the ωB97M-V functional and the def2-TZVPD basis
V 0.40 0.22 0.04
C 0.37 -2.85 2.47
C -0.68 -1.79 2.29
C -1.98 -1.99 2.66
C -2.94 -0.98 2.42
C -2.56 0.22 1.91
C -1.18 0.43 1.60
N -0.30 -0.62 1.71
C -0.59 1.66 1.21
C -1.31 2.86 0.94
C -0.62 3.97 0.56
C 0.79 3.89 0.36
C 1.44 2.72 0.61
N 0.77 1.64 1.11
C 2.87 2.49 0.26
C 3.45 3.08 -0.86
C 4.70 2.64 -1.26
C 5.35 1.67 -0.53
C 4.74 1.17 0.62
C 5.38 0.13 1.49
N 3.52 1.57 0.98
H 0.11 -3.53 3.28
H 1.35 -2.41 2.67
H 0.49 -3.45 1.56
H -2.27 -2.94 3.10
H -3.98 -1.16 2.65
H -3.27 1.01 1.73
H -2.39 2.86 0.99
H -1.15 4.88 0.35
H 1.33 4.73 -0.05
H 2.89 3.80 -1.44
H 5.13 3.04 -2.17
H 6.31 1.26 -0.84
H 5.97 0.61 2.28
H 6.03 -0.55 0.93
H 4.60 -0.45 1.96
Se 3.11 -2.78 -0.19
Se 4.92 -3.43 -1.32
Te 4.07 -5.09 0.75
Se 1.69 -1.23 -0.06
C -3.68 1.39 -1.49
C -3.51 -0.05 -1.09
C -4.70 -0.73 -0.89
C -4.76 -2.08 -0.61
C -3.57 -2.79 -0.59
C -2.35 -2.17 -0.81
C -1.15 -3.08 -0.90
C -2.27 -0.76 -1.00
N -0.97 -0.27 -1.01
H -4.52 1.84 -0.96
H -3.88 1.45 -2.56
H -2.78 1.99 -1.33
H -5.62 -0.16 -0.96
H -5.71 -2.58 -0.45
H -3.57 -3.86 -0.42
H -1.21 -3.67 -1.81
H -1.12 -3.77 -0.05
H -0.20 -2.56 -0.96
F -1.44 0.10 -3.76
C -0.24 0.33 -3.19
F 0.42 -0.86 -3.23
F 0.43 1.14 -4.03
C -0.36 0.91 -1.71
O -0.82 2.09 -1.59
O 1.05 0.88 -1.37
```

---

(2)
C27H24N5O8 | the ωB97M-V functional and the def2-TZVPD basis

- LUMO (eV) = -4.242
- multiplicity = 1
- energy relative to the best compared isomer or geometry (same formula, charge and spin) (kJ/mol) = 0.00
- net charge = +1
- DFT total energy (eV) = -52207.33397
- Kohn-Sham gap (eV) = 7.9

```
64
C27H24N5O8, DFT the ωB97M-V functional and the def2-TZVPD basis
N -4.47 -0.46 -2.31
C -3.72 -1.26 -1.37
N -4.00 -0.92 0.02
C -4.61 -1.58 1.01
N -4.61 -0.93 2.15
C -3.99 0.24 1.88
N -3.69 1.25 2.71
N -3.65 0.27 0.59
H -5.00 -1.05 -2.95
H -5.17 0.11 -1.85
H -2.65 -1.13 -1.51
H -3.93 -2.33 -1.45
H -5.01 -2.58 0.85
H -2.74 1.60 2.74
H -4.41 1.69 3.26
H -3.15 0.99 0.08
C -0.11 0.08 1.23
C 1.01 -0.63 1.21
C 2.33 0.01 1.50
O 3.35 -0.63 1.42
C 2.33 1.45 1.83
C 1.20 2.16 1.86
C -0.10 1.52 1.55
O -1.12 2.20 1.54
H -1.07 -0.37 1.01
H 1.04 -1.68 0.97
H 3.30 1.90 2.04
H 1.17 3.21 2.10
C 0.25 -2.92 -5.93
C -0.36 -3.35 -4.83
C -1.40 -2.54 -4.16
O -1.95 -2.94 -3.15
C -1.75 -1.23 -4.76
C -1.13 -0.79 -5.86
C -0.08 -1.61 -6.53
O 0.47 -1.21 -7.53
H 1.02 -3.50 -6.44
H -0.14 -4.31 -4.37
H -2.51 -0.65 -4.26
H -1.36 0.16 -6.32
C 2.65 -2.79 -4.28
C 1.91 -1.76 -3.89
C 2.21 -1.04 -2.63
O 1.51 -0.12 -2.25
C 3.37 -1.49 -1.83
C 4.11 -2.53 -2.21
C 3.81 -3.27 -3.46
O 4.47 -4.22 -3.82
H 2.46 -3.34 -5.19
H 1.07 -1.40 -4.46
H 3.56 -0.92 -0.93
H 4.96 -2.89 -1.64
C 2.21 2.61 6.99
C 1.65 2.80 5.80
C 1.42 4.16 5.27
O 0.90 4.34 4.18
C 1.84 5.31 6.10
C 2.40 5.13 7.29
C 2.63 3.76 7.83
O 3.15 3.59 8.92
H 2.39 1.63 7.41
H 1.33 1.98 5.17
H 1.66 6.29 5.69
H 2.72 5.95 7.93
```

---

(3)
C27H25BF6FeO2S | the ωB97M-V functional and the def2-TZVPD basis

- LUMO (alpha / beta) (eV) = 0.219 / -2.826
- multiplicity = 5
- energy relative to the best compared isomer or geometry (same formula, charge and spin) (kJ/mol) = 0.00
- DFT total energy (eV) = -94699.97729
- Kohn-Sham gap (alpha / beta) (eV) = 5.5 / 5.6

```
63
C27H25BF6FeO2S, DFT the ωB97M-V functional and the def2-TZVPD basis
C -5.64 0.95 -3.65
C -4.46 0.35 -2.98
C -4.12 -1.00 -2.97
C -2.78 -1.23 -2.51
C -2.11 -0.05 -2.17
B -1.94 -1.05 2.20
C -0.70 0.20 -2.17
C -0.20 1.51 -2.05
C 1.13 1.77 -2.33
C 1.68 3.16 -2.27
F 2.67 3.33 -3.20
F 0.73 4.12 -2.48
F 2.25 3.43 -1.04
C 2.00 0.74 -2.69
C 1.52 -0.57 -2.71
C 2.43 -1.71 -3.10
F 2.26 -2.78 -2.27
F 2.17 -2.12 -4.38
F 3.75 -1.34 -3.05
C 0.19 -0.86 -2.46
O -2.99 -0.14 2.02
C -3.99 -0.87 1.26
C -3.55 -2.34 1.25
O -2.26 -2.37 1.98
S -3.22 1.29 -2.23
H -6.10 0.21 -4.30
H -6.38 1.28 -2.92
H -5.32 1.81 -4.25
H -4.79 -1.76 -3.33
H -2.32 -2.21 -2.49
H -0.88 2.32 -1.81
H 3.04 0.95 -2.91
H -0.22 -1.88 -2.60
H -4.98 -0.73 1.77
H -4.03 -0.45 0.22
H -4.28 -2.96 1.78
H -3.43 -2.73 0.21
C -0.42 0.23 3.57
C -0.56 -0.21 2.07
C 0.85 -0.71 1.76
C 1.63 -0.20 0.67
C 2.90 -0.89 0.61
C 2.97 -1.76 1.77
C 1.68 -1.66 2.46
Fe 2.67 0.08 2.36
C 2.76 1.07 4.08
C 2.50 1.94 2.93
C 3.59 1.77 1.99
C 4.53 0.81 2.56
C 4.02 0.39 3.84
H -1.20 0.91 3.90
H -0.43 -0.68 4.19
H 0.53 0.73 3.82
H -0.74 0.64 1.39
H 1.25 0.53 -0.04
H 3.59 -0.84 -0.22
H 3.80 -2.42 2.02
H 1.36 -2.30 3.27
H 2.18 1.02 4.99
H 1.70 2.68 2.86
H 3.72 2.33 1.07
H 5.50 0.55 2.15
H 4.51 -0.26 4.56
```

---

(4)
C27H25BrN7O2Ru | the ωB97M-V functional and the def2-TZVPD basis

- LUMO (alpha / beta) (eV) = -8.202 / -12.280
- multiplicity = 5
- energy relative to the best compared isomer or geometry (same formula, charge and spin) (kJ/mol) = 78.44
- net charge = +3
- DFT total energy (eV) = -115521.39027
- Kohn-Sham gap (alpha / beta) (eV) = 6.1 / 2.6

```
63
C27H25BrN7O2Ru, DFT the ωB97M-V functional and the def2-TZVPD basis
Ru -0.33 1.28 -0.27
O -0.05 -3.51 -0.15
C -1.21 -3.54 0.62
C -1.87 -4.76 0.74
C -2.96 -4.90 1.62
C -3.29 -3.84 2.44
C -2.60 -2.61 2.31
C -1.63 -2.38 1.32
C -1.03 -0.99 1.31
O -0.14 -0.71 0.27
N -2.18 -0.10 1.24
N -1.96 1.14 0.77
C -2.85 2.18 0.96
C -2.52 3.47 0.54
Br -0.86 3.56 -0.66
C -3.22 4.66 0.72
C -4.00 5.01 1.81
C -4.67 6.28 1.81
C -5.38 6.71 2.91
C -5.51 5.88 4.04
C -4.93 4.63 4.04
C -4.17 4.22 2.96
H 0.04 -4.34 -0.65
H -1.62 -5.61 0.12
H -3.64 -5.77 1.58
H -4.13 -3.94 3.13
H -2.78 -1.80 2.98
H -0.49 -0.87 2.27
H -3.05 -0.34 1.77
H -3.82 2.01 1.52
H -3.12 5.40 -0.11
H -4.67 6.88 0.86
H -5.94 7.66 2.92
H -6.08 6.26 4.93
H -5.05 4.01 4.95
H -3.72 3.24 3.02
C 0.82 -0.82 -2.55
C 1.77 0.29 -2.10
N 1.46 1.14 -1.14
C 2.59 2.03 -1.00
C 3.56 1.61 -1.80
N 3.02 0.51 -2.58
C 3.71 -0.19 -3.64
N 4.87 -1.04 -3.24
N 6.06 -0.85 -3.96
N 6.92 -1.69 -3.59
C 6.30 -2.61 -2.71
C 6.82 -3.82 -2.18
C 6.01 -4.53 -1.36
C 4.74 -4.02 -1.04
C 4.16 -2.90 -1.61
C 5.01 -2.19 -2.47
H 0.58 -1.37 -1.62
H 1.28 -1.53 -3.26
H -0.09 -0.41 -2.98
H 2.67 2.83 -0.27
H 4.55 1.94 -1.96
H 4.17 0.58 -4.29
H 3.03 -0.79 -4.28
H 7.83 -4.09 -2.43
H 6.22 -5.52 -0.96
H 4.18 -4.53 -0.24
H 3.18 -2.49 -1.38
```